1.
{
  "formula": "CH4FOPS",
  "method": "ωB97M-V/def2-TZVPD",
  "smiles": "CP(=O)=S.F",
  "de_lowest_ev": 1.965,
  "total_energy_ev": -25991.18389,
  "elements": ["C", "P", "O", "S", "H", "H", "H", "F", "H"],
  "positions_angstrom": [[1.241, -0.158, 0.088], [-0.304, 0.780, -0.487], [-0.996, 1.408, 0.675], [-0.887, 1.139, -2.321], [1.466, -0.941, -0.547], [2.129, 0.446, -0.165], [1.038, -0.396, 1.038], [-1.493, -1.443, 0.691], [-2.195, -0.834, 1.028]],
  "forces_ev_per_a": [[-0.33, 3.24, -4.06], [-0.51, 0.98, -0.14], [0.79, -0.88, -0.73], [1.07, -0.83, 1.63], [-0.32, -2.23, -1.16], [-0.48, 0.50, 0.93], [-0.27, -0.80, 3.57], [-1.98, 1.59, 0.87], [2.03, -1.57, -0.90]]
}

2.
{
  "formula": "C3H4FN",
  "method": "ωB97M-V/def2-TZVPD",
  "de_lowest_ev": 2.654,
  "total_energy_ev": -7379.88183,
  "elements": ["C", "C", "C", "N", "F", "H", "H", "H", "H"],
  "positions_angstrom": [[-1.265, -1.174, -0.568], [1.151, 1.380, 0.172], [-0.342, -0.347, -0.172], [0.282, 0.732, -0.474], [0.448, -0.870, 1.650], [-1.544, -2.031, 0.018], [-1.770, -1.016, -1.511], [1.549, 2.282, -0.263], [1.493, 1.044, 1.149]],
  "forces_ev_per_a": [[0.02, -0.28, 0.27], [0.14, -0.03, 0.27], [0.66, -1.04, 2.37], [0.29, 0.66, -0.33], [-1.23, 0.56, -2.52], [0.09, -0.05, 0.22], [0.13, 0.20, -0.06], [0.04, 0.18, -0.17], [-0.14, -0.19, -0.05]]
}

3.
{
  "formula": "C3H11N3O",
  "method": "ωB97M-V/def2-TZVPD",
  "smiles": "[H]/N=C(\\N)NCC.O",
  "de_lowest_ev": 0.981,
  "total_energy_ev": -9807.02043,
  "elements": ["H", "N", "C", "N", "N", "C", "C", "H", "H", "H", "H", "H", "H", "H", "H", "O", "H", "H"],
  "positions_angstrom": [[-1.206, 2.440, -0.432], [-0.279, 2.069, -0.223], [-0.366, 0.843, 0.070], [-1.572, 0.187, 0.398], [0.764, 0.016, 0.099], [1.992, 0.703, 0.507], [3.095, -0.366, 0.738], [-2.023, 0.542, 1.221], [-1.557, -0.812, 0.248], [0.613, -0.683, 0.811], [1.866, 1.297, 1.414], [2.378, 1.373, -0.242], [3.115, -0.645, 1.790], [4.100, -0.039, 0.539], [2.848, -1.181, 0.056], [-2.900, -2.582, -1.360], [-3.820, -2.544, -1.063], [-2.847, -1.723, -1.805]],
  "forces_ev_per_a": [[0.14, 0.02, 0.40], [-0.04, 0.37, -0.42], [-0.21, -0.29, 0.15], [0.33, -0.09, -0.96], [-0.04, 0.69, 0.93], [1.62, -0.46, -0.06], [-0.97, 0.30, 0.13], [-0.16, -0.15, 0.03], [-0.21, 0.01, 0.46], [-0.15, -0.44, -0.12], [-0.27, 0.07, 0.00], [-0.45, 0.32, -0.54], [-0.23, -0.58, -0.04], [0.29, 0.45, -0.36], [0.31, -0.29, 0.35], [-0.50, 0.67, -0.02], [0.14, -0.41, 0.14], [0.41, -0.19, -0.07]]
}

4.
{
  "formula": "C5H10ClNOS2",
  "method": "ωB97M-V/def2-TZVPD",
  "smiles": "CN1CC(Cl)C1.OC(=S)S",
  "total_energy_ev": -43075.13286,
  "elements": ["C", "N", "C", "C", "Cl", "C", "H", "H", "H", "H", "H", "H", "H", "H", "O", "C", "S", "S", "H", "H"],
  "positions_angstrom": [[2.721, -0.205, -0.376], [1.535, -0.995, -0.614], [1.030, -1.814, 0.497], [-0.388, -1.486, 0.015], [-1.633, -1.166, 1.239], [0.251, -0.286, -0.694], [2.629, 0.443, 0.516], [3.581, -0.868, -0.236], [2.920, 0.428, -1.246], [1.348, -2.862, 0.497], [1.220, -1.366, 1.486], [-0.785, -2.227, -0.677], [-0.091, -0.038, -1.705], [0.212, 0.612, -0.055], [-1.701, 1.054, 0.565], [-2.303, 2.224, 0.790], [-2.112, 3.028, 2.188], [-3.335, 2.899, -0.479], [-1.906, 0.693, -0.308], [-3.193, 1.932, -1.404]],
  "forces_ev_per_a": [[0.12, 0.09, 0.00], [0.11, -0.03, -0.12], [-0.01, -0.16, 0.17], [-0.12, -0.19, 0.07], [0.17, -2.95, 0.76], [0.31, 0.27, 0.02], [-0.01, -0.10, -0.12], [-0.12, 0.10, -0.02], [-0.01, -0.07, 0.11], [-0.07, 0.16, -0.01], [-0.04, -0.03, -0.14], [0.05, 0.09, 0.11], [0.05, -0.04, 0.04], [0.36, -0.34, -0.25], [-0.62, 3.07, -0.55], [-0.02, 0.17, -0.11], [-0.04, -0.09, -0.19], [0.06, -0.05, 0.17], [-0.19, 0.11, 0.04], [0.02, -0.02, 0.03]]
}

5.
{
  "formula": "C22H31N3O4SeSi3Ta",
  "method": "ωB97M-V/def2-TZVPD",
  "charge": 1,
  "de_lowest_ev": 0.000,
  "total_energy_ev": -126509.51800,
  "elements": ["Ta", "O", "C", "O", "C", "C", "C", "C", "C", "N", "C", "O", "O", "H", "H", "H", "C", "Si", "C", "C", "C", "Si", "C", "C", "C", "Si", "C", "C", "C", "C", "C", "C", "C", "N", "H", "H", "H", "H", "H", "H", "H", "H", "H", "H", "H", "H", "H", "H", "H", "H", "H", "H", "H", "H", "H", "H", "H", "H", "H", "H", "H", "H", "Se", "C", "N"],
  "positions_angstrom": [[-0.075, -0.656, 0.152], [2.215, -0.916, -3.217], [1.909, -0.865, -2.078], [0.608, -0.814, -1.621], [2.846, -0.795, -0.900], [4.208, -1.016, -0.874], [4.846, -0.936, 0.363], [4.127, -0.658, 1.525], [2.768, -0.454, 1.398], [2.189, -0.505, 0.211], [1.756, -0.247, 2.495], [2.006, -0.066, 3.639], [0.489, -0.306, 1.978], [4.743, -1.258, -1.782], [5.911, -1.114, 0.426], [4.600, -0.620, 2.496], [-3.416, -3.188, 0.064], [-3.191, -1.589, 1.007], [-2.386, -1.931, 2.674], [-4.891, -0.898, 1.367], [-2.171, -0.297, -0.017], [-2.698, -0.340, -1.883], [-1.992, 1.156, -2.756], [-2.067, -1.861, -2.775], [-4.549, -0.345, -2.078], [-2.504, 1.410, 0.705], [-4.039, 2.303, 0.157], [-2.381, 1.495, 2.563], [-1.000, 2.397, 0.114], [-0.986, 3.777, -0.053], [0.171, 4.421, -0.449], [1.313, 3.668, -0.672], [1.250, 2.304, -0.489], [0.128, 1.674, -0.103], [-3.324, -4.029, 0.754], [-2.704, -3.346, -0.743], [-4.419, -3.228, -0.368], [-1.999, -2.951, 2.722], [-3.148, -1.846, 3.453], [-1.583, -1.250, 2.953], [-5.466, -1.690, 1.856], [-5.433, -0.600, 0.471], [-4.864, -0.050, 2.055], [-0.901, 1.115, -2.788], [-2.289, 2.115, -2.331], [-2.344, 1.137, -3.792], [-1.275, -2.418, -2.278], [-1.664, -1.556, -3.744], [-2.887, -2.558, -2.960], [-5.057, 0.501, -1.618], [-4.986, -1.267, -1.692], [-4.756, -0.315, -3.152], [-4.934, 1.714, 0.356], [-4.030, 2.558, -0.904], [-4.127, 3.228, 0.733], [-3.160, 0.926, 3.070], [-2.492, 2.542, 2.859], [-1.416, 1.144, 2.931], [-1.896, 4.339, 0.117], [0.186, 5.495, -0.588], [2.239, 4.124, -0.990], [2.123, 1.694, -0.663], [0.147, -3.132, 0.683], [0.772, -3.694, -0.955], [1.177, -4.064, -1.968]],
  "forces_ev_per_a": [[-0.54, 0.81, -0.01], [0.00, -0.04, -0.08], [-0.22, 0.08, 0.15], [0.29, -0.02, -0.52], [-0.01, 0.01, 0.05], [0.06, 0.02, -0.01], [0.02, 0.00, 0.00], [0.07, 0.01, 0.01], [0.00, 0.02, -0.05], [-0.13, -0.17, 0.04], [-0.26, 0.05, -0.18], [0.00, -0.01, 0.09], [0.13, 0.03, 0.33], [-0.01, 0.00, 0.00], [0.00, 0.00, 0.00], [-0.01, 0.00, 0.00], [-0.10, -0.05, -0.08], [0.05, -0.01, -0.01], [0.07, -0.04, 0.06], [-0.05, 0.10, 0.08], [0.71, -0.03, 0.04], [0.13, -0.03, 0.03], [0.06, 0.10, -0.04], [0.04, -0.09, -0.06], [-0.13, -0.02, 0.03], [-0.03, -0.07, 0.11], [-0.06, 0.06, -0.09], [-0.03, -0.03, 0.10], [0.21, 0.02, -0.03], [-0.01, -0.03, 0.00], [0.00, 0.06, -0.01], [0.03, 0.00, -0.01], [-0.10, -0.01, -0.01], [-0.10, -0.20, -0.10], [-0.03, 0.00, -0.01], [0.03, -0.03, 0.04], [0.03, -0.01, 0.00], [0.00, 0.01, 0.02], [0.00, -0.02, -0.02], [-0.01, 0.00, 0.02], [0.01, 0.00, 0.00], [-0.02, -0.02, 0.00], [-0.05, -0.03, -0.02], [-0.02, 0.03, -0.02], [0.00, -0.01, -0.01], [0.01, -0.01, 0.02], [0.02, -0.01, 0.00], [-0.02, -0.02, 0.01], [0.01, 0.02, -0.01], [-0.01, 0.00, -0.02], [-0.02, 0.03, -0.03], [0.00, -0.01, 0.01], [0.00, 0.02, 0.02], [-0.03, 0.01, 0.03], [0.00, 0.00, -0.03], [0.02, 0.03, 0.00], [0.01, -0.02, 0.02], [-0.01, 0.02, 0.01], [0.01, -0.01, 0.01], [0.00, -0.01, 0.00], [-0.01, -0.01, 0.00], [0.01, 0.03, -0.01], [-0.01, -0.54, 0.09], [-0.06, -0.02, 0.00], [0.05, 0.06, 0.02]]
}

6.
{
  "formula": "C5H10O",
  "method": "ωB97M-V/def2-TZVPD",
  "smiles": "C=C(C)O.C=C",
  "de_lowest_ev": 2.370,
  "total_energy_ev": -7392.39527,
  "elements": ["C", "C", "C", "O", "H", "H", "H", "H", "H", "H", "C", "C", "H", "H", "H", "H"],
  "positions_angstrom": [[-0.004, -1.064, -1.623], [0.425, -0.797, -0.390], [-0.385, -1.168, 0.798], [1.717, -0.489, -0.071], [0.699, -1.283, -2.414], [-1.063, -1.192, -1.818], [-0.322, -0.421, 1.590], [0.036, -2.123, 1.121], [-1.434, -1.302, 0.517], [2.183, -0.251, -0.886], [-0.377, 1.605, 1.335], [-0.256, 1.649, 0.014], [-1.349, 1.504, 1.810], [0.489, 1.636, 1.992], [0.706, 1.806, -0.457], [-1.108, 1.528, -0.647]],
  "forces_ev_per_a": [[0.13, -0.02, -0.10], [-0.11, -1.10, -0.17], [-0.04, -0.02, 0.27], [0.07, -0.17, -0.21], [0.01, 0.54, -0.32], [0.21, -0.25, 0.08], [0.10, -0.63, -0.01], [-0.22, -0.03, 0.23], [0.21, -0.04, 0.07], [-0.04, -0.12, 0.16], [-0.04, 0.70, -0.22], [-0.22, 0.85, 0.25], [0.10, -0.06, -0.04], [-0.13, 0.16, -0.12], [-0.09, -0.05, 0.01], [0.04, 0.24, 0.10]]
}

What is the formula in the fifth record?
C22H31N3O4SeSi3Ta